Computed, not measured: a single C6H12O molecule, with ωB97M-V/def2-TZVPD.

XYZ file:
```
19
Properties=species:S:1:pos:R:3:forces:R:3
O 1.2652 0.3468 1.4113 0.2 -0.2 0.2
C 0.0348 1.2186 -0.3964 0.0 0.0 0.0
C -1.7608 -0.2784 -0.0027 -0.1 0.0 0.0
C -0.4858 -1.0626 0.3519 0.0 0.0 0.1
C 0.7141 -0.0485 0.1553 -0.3 -0.2 -0.3
C -1.3456 1.1684 0.2551 -0.1 0.1 0.0
C 1.7912 -0.6508 -0.7498 0.0 -0.2 -0.1
H 0.6146 2.1163 -0.1570 0.0 -0.2 0.0
H -2.6367 -0.5953 0.5716 0.1 0.0 0.0
H -2.0511 1.9118 -0.1226 0.1 -0.1 0.0
H -2.0050 -0.4011 -1.0690 0.1 0.0 0.2
H -0.4110 -1.9734 -0.2552 0.2 0.3 0.1
H 2.1057 -0.0103 -1.5782 -0.1 0.1 0.2
H 2.6955 -0.9183 -0.1920 -0.1 0.0 0.0
H 1.3664 -1.5671 -1.1506 0.4 -0.1 -0.4
H -0.5040 -1.3939 1.3957 0.0 0.2 -0.1
H -1.2233 1.3169 1.3358 -0.1 0.1 -0.2
H 1.8909 -0.3346 1.6880 -0.2 0.1 0.0
H -0.0551 1.1556 -1.4911 0.0 -0.1 0.2
```
Forces are in eV/Å.

Calculated values
Energy in eV: -8464.0533
E_HOMO in Eh: -0.36498
LUMO energy in Ha: 0.0358
SMILES: CC1(O)CCCC1
Energy above the lowest of the compared OMol25 structures with the same formula, charge and spin in kJ/mol: 29.0
2S+1: 1